Here is an isolated ion of composition C5H8N and charge +1 in a non-equilibrium geometry from the OMol25 dataset. Energies are from the ωB97M-V functional and the def2-TZVPD basis.

As for the lowest unoccupied orbital energy: -0.157 Ha. The value obtained for the highest occupied orbital energy is -17.4 eV. The calculation puts the molar mass at 82.1 g mol⁻¹. Its net charge is +1. For the energy above the lowest of the compared OMol25 structures with the same formula, charge and spin, the calculation gives 3.8765 eV. The calculation puts the HOMO-LUMO gap at 0.4809 Eh. The value obtained for the electronic energy is -249.68269 a.u.

Atoms and positions in Å:
C (-1.29, -0.80, 1.08)
C (-0.77, 0.27, 0.17)
C (0.62, 0.80, 0.28)
C (0.67, 1.20, -1.29)
N (0.22, -0.11, -0.88)
C (1.32, -0.48, 0.02)
H (-1.07, -1.79, 0.69)
H (-2.37, -0.71, 1.17)
H (-0.86, -0.72, 2.08)
H (-1.51, 0.98, -0.18)
H (-0.07, 1.89, -1.65)
H (1.65, 1.25, -1.75)
H (2.31, -0.46, -0.42)
H (1.15, -1.31, 0.68)

These are the Mulliken partial charges, in e, on atoms 1 to 4: number 1, C, carries -1.62; number 2, C, carries 0.62; number 3, C, carries 0.01; number 4, C, carries -0.21